Entry 1:
DFT (ωB97M-V/def2-TZVPD) results for a molecular structure, C5H9FO2.

Positions of all 17 atoms, in Å:
C -1.34722 1.33877 1.05729
C -1.12658 0.35678 -0.02640
C -0.14594 -1.49643 -0.35799
C 0.68596 -0.43681 -0.90528
C 1.85550 -0.13572 0.08217
H -0.81186 2.48046 0.51175
H -2.57401 1.48522 1.14465
H -0.64717 0.85541 1.92766
H -2.14420 0.42746 -0.67177
H -0.74992 -1.76451 -1.32773
H 0.19994 -2.52818 -0.00292
H 1.09067 -0.60875 -1.94670
H 2.77614 -0.91694 0.41883
H 1.39605 0.26607 1.10455
O -0.95139 -0.89433 0.52187
O -0.06542 0.69485 -0.78594
F 2.55945 0.87666 -0.74404

The HOMO-LUMO gap comes out at 10.9 eV. As for the LUMO energy: 0.0341 Eh. The strongest force on any atom comes out at 6.66 eV/A.

---

Entry 2:
DFT (ωB97M-V/def2-TZVPD) results for a molecular structure, C5H9FS.

Positions of all 16 atoms, in Å:
C -0.18078 -1.12590 0.57559
C -1.23507 -2.21490 0.35090
C -0.92089 -0.06230 -0.21400
C 0.64198 1.92314 -0.01253
C -0.23315 1.02896 -0.96398
F -1.98079 0.39541 0.53730
S -1.75441 -1.42830 -1.24968
H 0.04421 -0.79291 1.55114
H 0.69530 -1.43611 0.07559
H -0.98964 -3.20214 0.16587
H -2.13082 -2.12895 0.94537
H -0.06047 1.91831 0.86038
H 0.74640 2.97638 -0.30220
H 1.66630 1.55507 0.31065
H 0.14211 0.66205 -1.91271
H -1.09970 1.67236 -1.09786

The HOMO-LUMO gap comes out at 9.6 eV. As for the LUMO energy: 0.0326 Eh. The strongest force on any atom comes out at 2.70 eV/A.

---

Entry 3:
DFT (ωB97M-V/def2-TZVPD) results for C5H9FS2 in the gas phase.

Positions of all 17 atoms, in Å:
C 0.38473 1.37095 1.84280
C 0.78977 0.04483 1.45501
C 0.69400 0.18652 -1.34593
C -0.70939 0.00596 -1.21091
C -0.94773 -1.49432 -1.13275
H 1.15044 2.19481 2.14113
H -0.13473 1.74435 0.96560
H -0.41805 1.27203 2.56276
H 1.49224 -0.34869 2.14947
H 0.12613 -0.67911 1.28544
H -1.39355 0.48079 -2.00918
H -1.04257 0.40575 -0.29006
H -2.05318 -1.69466 -1.24653
H -0.60053 -1.89938 -0.09138
F -0.46443 -2.02907 -2.26618
S 1.78799 0.23805 -0.00432
S 1.33886 0.20118 -2.80499

Its SMILES is CCSC(=S)CCF. The HOMO-LUMO gap comes out at 8.4 eV. As for the LUMO energy: 0.0024 Eh. The strongest force on any atom comes out at 4.67 eV/A.

---

Entry 4:
DFT (ωB97M-V/def2-TZVPD) results for a gas-phase ion, C5H9IN3O (charge +1).

Positions of all 19 atoms, in Å:
C 0.70367 -0.45288 1.53231
C 1.30490 0.98028 -0.48572
C -1.38807 -1.04803 0.45735
C 0.30578 0.80584 0.67089
C -1.06304 0.46227 -0.04299
N -0.19985 -1.53080 1.06328
N 0.68520 0.44248 -1.66296
N -0.77558 0.41145 -1.43525
O -1.58231 0.24522 -2.29826
I 1.26762 0.10458 -3.57737
H 1.61364 -0.92704 1.45577
H 0.51580 -0.19443 2.68504
H 1.49627 1.97222 -0.57615
H 2.16195 0.32707 -0.50579
H -2.16491 -0.81833 1.23561
H -1.79145 -1.46083 -0.50471
H 0.38115 1.79327 1.17104
H -1.80508 1.07197 0.30005
H 0.33430 -2.18432 0.51786

Its SMILES is O=[N+]1[C@H]2CNC[C@H]2CN1I. The HOMO-LUMO gap (spin up / spin down) comes out at 7.6 / 7.6 eV. As for the LUMO energy (spin up / spin down): -0.2055 / -0.2055 Eh. The net charge is +1. The strongest force on any atom comes out at 6.02 eV/A.

---

Entry 5:
DFT (ωB97M-V/def2-TZVPD) results for C5H9IN4 in the gas phase.

Positions of all 19 atoms, in Å:
C -3.82094 -1.02104 -0.04389
C 0.77683 0.96424 -0.62420
C 0.54357 -1.02609 0.74552
C -1.54767 0.16736 -0.01684
C -0.13659 -0.24396 -0.34048
N -4.25102 -2.24889 0.04821
N -2.47197 -0.96929 -0.14374
N -3.18308 -3.00708 0.02818
N -2.13300 -2.27870 -0.07285
I -4.95345 0.59769 0.03088
H 0.85967 1.74910 0.13326
H 0.53854 1.50896 -1.43784
H 1.81254 0.54808 -0.66449
H 0.01747 -1.95780 1.09085
H 1.00630 -0.44800 1.47947
H 1.41416 -1.28279 0.07039
H -1.95017 1.00561 -0.69466
H -1.51888 0.62133 1.00076
H -0.18355 -0.92084 -1.34038

Its SMILES is CC(C)Cn1nnnc1I. The HOMO-LUMO gap comes out at 10.1 eV. As for the LUMO energy: 0.0133 Eh. The strongest force on any atom comes out at 3.82 eV/A.

---

Entry 6:
DFT (ωB97M-V/def2-TZVPD) results for 2 unconnected molecules or ions with the total composition C5H9IOS.

Positions of all 17 atoms, in Å:
C 0.72302 1.84640 0.33519
C -1.58552 -0.36394 0.24974
C 0.73591 -1.18113 1.05412
C 0.33971 0.68503 -0.55414
C -0.08570 -0.62688 -0.08176
O 0.58292 1.82132 1.51993
S -0.22168 1.38300 -2.07650
I 0.01761 -2.12703 -1.73007
H 0.74041 2.82000 -0.13944
H -2.05880 -1.32012 0.68348
H -2.04062 -0.24098 -0.67908
H -1.65752 0.39715 0.94092
H 1.75634 -1.44104 0.61345
H 0.37160 -2.05514 1.45701
H 0.92071 -0.32765 1.85569
H 2.29398 0.38667 -0.61614
H -0.83237 0.34434 -2.83239

The HOMO-LUMO gap (spin up / spin down) comes out at 7.9 / 7.9 eV. As for the LUMO energy (spin up / spin down): -0.0348 / -0.0353 Eh. The strongest force on any atom comes out at 4.84 eV/A.

---

Entry 7:
DFT (ωB97M-V/def2-TZVPD) results for a molecular structure, C5H9MgMnO3.

Positions of all 19 atoms, in Å:
O 3.15174 0.03817 0.27326
Mn 3.50172 1.91375 0.43208
C 2.34361 -2.13325 -0.19159
C 2.21307 -0.81998 0.10685
O 0.94571 -0.22789 0.24468
C -0.22657 -0.99149 -0.01010
C -1.40709 -0.12548 0.34873
O -1.23938 1.14205 -0.28257
C -2.41608 1.94380 -0.28473
Mg 0.72476 1.91343 -0.18447
H 1.51444 -2.76720 -0.49101
H 3.32497 -2.58614 -0.06168
H -0.24018 -1.89559 0.61339
H -0.25531 -1.28214 -1.07022
H -1.47868 0.02128 1.43750
H -2.33128 -0.60153 -0.00844
H -2.13483 2.94176 -0.63751
H -3.15837 1.50463 -0.96484
H -2.83224 2.01182 0.73067

The HOMO-LUMO gap (spin up / spin down) comes out at 5.1 / 6.3 eV. As for the LUMO energy (spin up / spin down): 0.0080 / -0.0107 Eh. The multiplicity is 7. As for the expectation value of S²: 12.02. The strongest force on any atom comes out at 1.31 eV/A.

---

Entry 8:
DFT (ωB97M-V/def2-TZVPD) results for a gas-phase ion, C5H9N (charge -1).

Positions of all 15 atoms, in Å:
C 1.99731 1.55501 -0.10489
C 1.01573 0.65061 -0.33354
N 1.01410 -0.59806 0.26990
C -0.29723 -1.34510 0.25517
C -2.24454 0.36076 0.12896
C -1.47635 -0.66583 -0.37538
H 2.01663 2.55314 -0.51566
H 2.91838 1.24426 0.38194
H 0.20900 0.95529 -0.98530
H 1.34000 -0.46942 1.21599
H -0.44452 -1.47123 1.35516
H -0.35618 -2.38767 -0.06901
H -3.22736 0.57320 -0.27860
H -1.81019 1.23282 0.62000
H -2.02423 -1.43152 -0.93131

The HOMO-LUMO gap (spin up / spin down) comes out at 3.8 / 8.0 eV. As for the LUMO energy (spin up / spin down): 0.1609 / 0.1589 Eh. The multiplicity is 2. The net charge is -1. As for the expectation value of S²: 0.75. The strongest force on any atom comes out at 2.02 eV/A.

---

Entry 9:
DFT (ωB97M-V/def2-TZVPD) results for a gas-phase ion, C5H9N (charge -1).

Positions of all 15 atoms, in Å:
C -0.81616 2.10963 -0.56925
C 0.34460 1.23818 -0.05220
C -0.12944 -0.19094 0.23399
C -0.83648 -0.49064 1.34661
C 1.23866 -2.00392 -0.30430
N 0.28562 -1.11582 -0.67850
H -0.59927 3.17257 -0.46060
H -0.91865 1.92947 -1.64376
H -1.74550 1.82519 -0.08149
H 0.70703 1.67463 0.88520
H 1.12425 1.14233 -0.80398
H -1.08809 0.26396 2.09565
H -1.24678 -1.49092 1.43551
H 1.74089 -2.71853 -0.95037
H 1.69571 -1.96805 0.68840

The HOMO-LUMO gap (spin up / spin down) comes out at 3.9 / 7.3 eV. As for the LUMO energy (spin up / spin down): 0.1562 / 0.1558 Eh. The multiplicity is 2. The net charge is -1. As for the expectation value of S²: 0.75. The strongest force on any atom comes out at 1.10 eV/A.

---

Entry 10:
DFT (ωB97M-V/def2-TZVPD) results for 2 unconnected molecules or ions with the total composition C5H9N.

Positions of all 15 atoms, in Å:
C 2.92946 -0.45589 0.10883
N -0.18314 1.14016 -1.91167
C -0.07554 0.25232 -1.04739
C -0.13522 -0.54075 0.11312
C -2.68424 0.39158 0.14718
C -1.16984 0.44353 0.46303
H 2.89504 -0.41658 1.20740
H 3.98052 -0.47081 -0.19858
H 2.50573 -1.42377 -0.23417
H -3.02521 -0.53790 -0.28053
H 2.20863 0.27593 -0.24508
H -0.29800 -1.63107 0.26876
H -3.17274 0.50561 1.11612
H -3.00786 1.15679 -0.55034
H -0.76762 1.31085 1.04333

The HOMO-LUMO gap comes out at 7.1 eV. As for the LUMO energy: -0.0430 Eh. The strongest force on any atom comes out at 5.67 eV/A.

---

Entry 11:
DFT (ωB97M-V/def2-TZVPD) results for C5H9N in the gas phase.

Positions of all 15 atoms, in Å:
C -0.10703 1.28402 -2.02670
C 0.26096 1.38865 -0.48383
C -0.22827 0.13253 0.23449
C 0.27672 -0.17596 1.44730
N -0.24354 -1.29154 2.11285
C -0.29374 -2.45276 1.48571
H -1.16078 1.36610 -2.35250
H 0.03287 0.18450 -2.15984
H 0.65022 1.82397 -2.70033
H 0.07143 2.31086 0.12020
H 1.39246 1.44391 -0.34946
H -1.10074 -0.46268 -0.02021
H 1.07370 0.32270 1.96013
H -0.69641 -3.26002 2.26666
H 0.07214 -2.61427 0.46555

Its SMILES is C=N/C=C/CC. The HOMO-LUMO gap comes out at 9.6 eV. As for the LUMO energy: 0.0339 Eh. The strongest force on any atom comes out at 4.72 eV/A.

---

Entry 12:
DFT (ωB97M-V/def2-TZVPD) results for 2 unconnected molecules or ions with the total composition C5H9N.

Positions of all 15 atoms, in Å:
C -1.71103 1.27360 -0.58332
C -1.79189 -0.19656 -0.93754
C -0.60439 0.30909 -0.83135
N 0.76445 0.21971 -0.95915
C 1.44347 -0.92140 -0.37461
C 1.58541 0.43659 0.21907
H -1.94692 2.03123 -1.33844
H -1.92919 1.60520 0.43854
H -0.34076 -1.36585 2.55342
H -2.45778 -1.00946 -1.17925
H 0.35945 -1.13939 2.66100
H 0.82607 -1.64350 0.15744
H 2.24834 -1.34246 -0.97205
H 2.49151 1.01418 0.05522
H 1.06902 0.63644 1.15672

Its SMILES is C1=C(N2CC2)C1.[H][H]. The HOMO-LUMO gap comes out at 9.7 eV. As for the LUMO energy: 0.0491 Eh. The strongest force on any atom comes out at 0.37 eV/A.

---

Entry 13:
DFT (ωB97M-V/def2-TZVPD) results for C5H9N in the gas phase.

Positions of all 15 atoms, in Å:
C 0.24037 1.42713 -0.22104
C 2.14659 -0.66374 0.09313
C 0.42461 -0.01875 -0.08156
C -0.11474 -1.11307 0.25876
C -2.68311 -0.19286 -0.05821
N -1.84986 -0.94182 0.49203
H 0.04160 -2.13709 0.53613
H 0.53161 1.75475 -1.22038
H -0.81198 1.67947 -0.06741
H 2.46259 -0.62485 1.13206
H 2.67706 0.09256 -0.48020
H 2.28974 -1.63530 -0.36782
H 0.84214 1.97130 0.50775
H -3.74428 -0.25038 0.21164
H -2.45233 0.65264 -0.73489

Its SMILES is C=NC=C(C)C. The HOMO-LUMO gap comes out at 9.0 eV. As for the LUMO energy: 0.0358 Eh. The strongest force on any atom comes out at 8.10 eV/A.

---

Entry 14:
DFT (ωB97M-V/def2-TZVPD) results for a molecular structure, C5H9N.

Positions of all 15 atoms, in Å:
C -0.15700 0.92699 1.63919
C 0.08781 1.33412 0.25181
C -0.07677 -0.22397 0.01352
C -1.23984 -0.68243 -0.79404
C 1.34638 -0.86937 -0.35482
N -0.36501 -0.31135 1.47558
H -0.26650 1.43506 2.66510
H -0.67391 1.83820 -0.18587
H 1.06407 1.96030 0.00631
H -1.49349 -1.63201 -0.46550
H -0.93695 -0.76709 -1.85518
H -2.03397 -0.00388 -1.00196
H 1.88219 -0.24287 -1.02176
H 1.03304 -1.67719 -0.87826
H 1.82995 -1.08453 0.50587

The HOMO-LUMO gap comes out at 10.7 eV. As for the LUMO energy: 0.0385 Eh. The strongest force on any atom comes out at 4.68 eV/A.

---

Entry 15:
DFT (ωB97M-V/def2-TZVPD) results for C5H9N in the gas phase.

Positions of all 15 atoms, in Å:
C 0.65673 1.24621 -1.85296
C -0.28252 0.10512 -1.47998
C -0.00040 -0.37033 -0.09343
C -0.76437 -0.04784 0.95374
N -0.48357 -0.15093 2.30556
C -0.03559 -1.21061 2.81484
H 1.66743 0.90132 -1.61501
H 0.50226 2.11009 -1.20082
H 0.61775 1.58920 -2.88463
H -0.08949 -0.70456 -2.18569
H -1.33680 0.34703 -1.59536
H 0.92880 -0.90399 0.06407
H -1.69538 0.46664 0.68646
H 0.25157 -1.24968 3.86250
H 0.06358 -2.12765 2.22071

Its SMILES is C=N/C=C/CC. The HOMO-LUMO gap comes out at 9.8 eV. As for the LUMO energy: 0.0385 Eh. The strongest force on any atom comes out at 1.47 eV/A.